Version one
Molecular formula: C4H8NOS
Method: DFT, ωB97M-V/def2-TZVPD

The charge is -1. The value obtained for the LUMO energy is 3.92 eV. As for the structure (SMILES): CNC(=O)CC[S-].

Atoms and positions in Å:
C 0.19559 0.49271 -1.24612
C -1.21908 -0.08456 -1.30299
S -2.46523 0.60246 -0.15716
C 1.23742 -0.07027 -0.31910
N 0.90778 -0.59579 0.90012
C -0.01347 -0.06199 1.89780
O 2.41173 -0.12728 -0.68216
H 0.17162 1.54951 -1.03875
H 0.60291 0.49878 -2.24104
H -1.11579 -1.17075 -1.13763
H -1.59121 0.04837 -2.31103
H 1.66385 -1.19421 1.21169
H -0.78387 0.54572 1.38145
H -0.55056 -0.88080 2.36754
H 0.54832 0.44811 2.67737

Version two
Molecular formula: C4H8NOS
Method: DFT, ωB97M-V/def2-TZVPD

The charge is -1. The value obtained for the LUMO energy is 2.97 eV.

Atoms and positions in Å:
O 2.99344 0.28315 0.58441
C 1.74067 0.48004 0.27527
N 0.61572 1.14424 1.10561
C -0.63713 0.95376 0.33775
C -1.08336 -0.52242 0.40130
S -2.51030 -1.06130 -0.54654
C 1.56510 -0.08300 -1.21087
H 1.45162 1.59021 0.21266
H -0.74973 1.36885 -0.69180
H -1.48036 1.31866 0.93991
H -1.31413 -0.68119 1.45780
H -0.25012 -1.28929 0.40318
H 2.51739 0.22914 -1.65406
H 1.47368 -1.13065 -1.34907
H 0.74713 0.32987 -1.80925

Stability check: which of them is least stable? version two.

Version one
Molecular formula: C4H6N4OS2
Method: DFT, ωB97M-V/def2-TZVPD

The value obtained for the LUMO energy is -0.01 eV.

Atoms and positions in Å:
C 3.68524 -0.55680 0.10828
C 1.95078 0.78807 -0.25333
C 1.35555 -0.40441 0.01832
C -1.53313 0.06775 0.23718
N 3.30920 0.62607 -0.14936
N 1.44740 1.98766 -0.59210
N -2.81842 -0.43847 0.09725
N -0.60536 -0.89318 0.07635
O -1.32771 1.20831 0.64154
S 2.35699 -1.72323 0.18332
S -0.79000 -2.47208 -0.34762
H 4.57192 -0.92816 0.49318
H 0.47834 2.14682 -0.35041
H 1.99664 2.91590 -0.43266
H -3.02163 -1.30824 0.72045
H -3.39881 0.41290 0.23927
H -0.39039 -2.69374 0.95860

Version two
Molecular formula: C4H6N4OS2
Method: DFT, ωB97M-V/def2-TZVPD

The value obtained for the LUMO energy (spin up / spin down) is -0.17 / -0.17 eV.

Atoms and positions in Å:
C -3.06390 0.96862 -0.35558
C -1.88707 -0.96764 -0.38314
C -0.56004 0.52990 -0.20251
C 1.64668 -0.40064 -0.18223
N -2.97097 -0.32508 -0.29718
N -1.50620 -2.08842 0.26102
N 2.92535 -0.10956 0.20264
N 0.78064 0.69032 -0.21159
O 1.29534 -1.54432 -0.40034
S -1.53399 1.84973 -0.11918
S 1.69314 2.28785 -0.41021
H -3.98195 1.64383 -0.16643
H -0.66729 -2.40886 -0.17899
H -1.39687 -2.18422 1.27769
H 3.42964 0.71939 -0.13748
H 3.53125 -0.94786 0.40234
H 2.26624 2.28694 0.90115

Stability check: which of them is least stable? version two.

Version one
Molecular formula: C15H23N3O4
Method: DFT, ωB97M-V/def2-TZVPD

The value obtained for the LUMO energy is 0.50 eV. As for the structure (SMILES): NCCCC[C@H](N)C(=O)N[C@@H](Cc1ccc(O)cc1)C(=O)O.

Atoms and positions in Å:
C 1.34036 -1.48051 -0.11556
C 0.14344 -0.82614 -0.75882
C 2.67146 -0.46771 -0.29544
C 2.75480 0.66662 0.82785
C 3.92859 1.69777 0.55673
C 5.41141 1.16439 0.39463
C -1.71350 -1.92246 0.26192
C -3.11914 -2.39746 -0.18955
C -1.67344 -0.73919 1.31176
C -2.52147 0.41039 0.67510
C -3.91911 0.27599 0.71101
C -2.03432 1.60406 0.20646
C -4.77879 1.29936 0.27231
C -2.87119 2.49120 -0.41862
C -4.21520 2.45514 -0.33168
H 1.10429 -3.51146 -0.50382
H 0.89070 -2.54674 -1.74551
H 1.26819 -1.56120 0.95728
H 3.61419 -1.11770 -0.11695
H 2.65868 -0.15526 -1.34451
H 1.82947 1.24007 0.90115
H 3.03524 0.27040 1.79380
H 4.14205 2.60106 1.31228
H 3.62859 2.17448 -0.33821
H 5.71715 0.57546 1.26709
H 6.05745 2.01553 0.29881
H 5.80987 0.95744 -1.66347
H 4.97419 -0.30626 -1.04953
H -1.73462 -1.25940 -1.56982
H -1.36323 -2.86962 0.79956
H -2.06648 -1.11050 2.28767
H -0.64788 -0.42810 1.53747
H -4.31238 -0.68379 1.16177
H -0.99419 1.81116 0.22386
H -5.77771 1.16719 0.47213
H -2.44004 3.23914 -1.09251
H -4.18856 3.95212 -1.45798
H -4.66071 -3.25319 0.23208
N 1.49762 -2.69913 -0.93553
N 5.67440 0.34561 -0.83119
N -1.05324 -1.58662 -0.92251
O 0.25705 0.29976 -1.19601
O -3.59548 -2.04654 -1.24454
O -4.90975 3.40502 -1.01996
O -3.81876 -3.15036 0.67899

Version two
Molecular formula: C15H23N3O4
Method: DFT, ωB97M-V/def2-TZVPD

The value obtained for the LUMO energy is 0.15 eV. As for the structure (SMILES): CC/C(NCCO)=C1\C(=O)NC(=O)N(C2CCCCC2)C1=O.

Atoms and positions in Å:
C 3.78376 1.04547 1.43246
H 2.97170 1.83468 1.82219
H 3.85082 1.37486 0.24969
H 4.72187 1.27272 1.96757
C 3.27291 -0.11157 1.70790
C 2.17059 -0.54809 0.79712
N 2.35336 -1.25314 -0.29422
C 3.51337 -1.47267 -1.19147
H 3.32653 -2.48884 -1.60118
C 3.82524 -0.62276 -2.26746
O 4.51083 0.49562 -2.03955
H 5.39563 0.47002 -1.53788
H 2.93218 -0.21826 -2.72810
H 4.55591 -1.23242 -3.04634
H 4.33964 -1.55043 -0.47161
H 1.48026 -1.26402 -0.95630
C 0.78034 -0.07970 1.22076
C -0.23822 -0.26355 0.20742
O -0.22664 -0.67634 -1.12692
N -1.47482 0.15719 0.48622
C -1.72889 0.92183 1.72066
O -2.75030 1.06297 2.02642
N -0.69467 0.80308 2.49239
C 0.65844 0.31835 2.37380
O 1.43790 0.85528 3.05240
H -0.98152 1.29282 3.45958
C -2.67375 0.26140 -0.26933
C -2.38777 1.00700 -1.88269
C -3.57840 0.91471 -2.49288
C -4.09455 -0.47316 -2.86367
C -4.26215 -1.20867 -1.76119
C -2.97603 -1.10270 -0.78513
H -2.22109 -1.73354 -1.36683
H -3.17979 -1.73575 0.25971
H -4.52230 -2.24141 -1.82669
H -5.10908 -0.88279 -1.26264
H -3.27317 -0.71768 -3.55969
H -4.97485 -0.67073 -3.46470
H -3.44322 1.55455 -3.51988
H -4.32569 1.37336 -2.10026
H -1.65954 0.44044 -2.17320
H -1.97236 1.78850 -1.43229
H -3.38065 0.64884 0.16417
H 4.12912 -1.00957 1.49741
H 3.13806 -0.39691 2.56218

Stability check: which of them is least stable? version two.

Version one
Molecular formula: C5H10NdO3
Method: DFT, ωB97M-V/def2-TZVPD

The charge is +1. The value obtained for the LUMO energy (spin up / spin down) is -4.59 / -4.51 eV. Its multiplicity is 4. Its expectation value of S² is 3.76.

Atoms and positions in Å:
O 1.18123 1.03497 0.25378
C 2.55622 0.83307 0.44499
C 3.09696 -0.22929 -0.52666
O 2.41721 -1.44419 -0.45650
C -0.59468 0.61064 1.20729
C -1.89216 0.48195 0.55167
O -1.81915 -0.63809 -0.34790
C -3.01542 -0.98646 -1.02116
Nd 0.41963 -1.42298 0.13922
H 2.78517 0.54661 1.49195
H 3.10099 1.77724 0.25524
H 4.18070 -0.35583 -0.31797
H 3.01546 0.19098 -1.55460
H -0.62168 1.20131 2.13291
H -2.20965 1.39119 0.00461
H -2.77126 -1.75431 -1.76125
H -3.73709 -1.40309 -0.30320
H -3.44087 -0.10767 -1.52685
H -2.65162 0.27396 1.33443

Version two
Molecular formula: C5H10NdO3
Method: DFT, ωB97M-V/def2-TZVPD

The charge is +1. The value obtained for the LUMO energy (spin up / spin down) is -4.29 / -4.24 eV. Its multiplicity is 4. Its expectation value of S² is 3.76.

Atoms and positions in Å:
O -3.28501 0.74768 -0.19313
C -0.43375 -2.12636 1.44830
C 0.79947 -1.69924 1.14171
O 1.17358 -1.52438 -0.14393
C 2.32956 -0.72102 -0.38996
C 1.92165 0.43816 -1.26741
O 0.86335 1.14585 -0.61350
C 0.79183 2.53245 -0.95429
Nd -1.22783 0.23032 -0.02434
H -1.04987 -2.64703 0.71126
H -0.81337 -1.95846 2.45540
H 1.44600 -1.23700 1.89523
H 3.05919 -1.34908 -0.91361
H 2.77339 -0.33079 0.53694
H 1.58696 0.09792 -2.25789
H 2.78139 1.10944 -1.39631
H -0.08529 2.95054 -0.44860
H 1.70084 3.04049 -0.60756
H 0.68221 2.64958 -2.04078

Stability check: which of them is least stable? version one.

Version one
Molecular formula: C4H3BrO
Method: DFT, ωB97M-V/def2-TZVPD

The value obtained for the LUMO energy is 0.39 eV. As for the structure (SMILES): C#CBr.C=C=O.

Atoms and positions in Å:
C 1.94620 -0.46230 1.93574
C 2.80241 -0.24594 1.11216
C 0.30959 1.65595 -0.21138
C 0.53403 1.08288 -1.31297
O 0.03857 2.30150 0.69553
Br 4.02033 0.15721 -0.25286
H 1.17975 -0.49069 2.65554
H 0.37621 1.75788 -2.10948
H 1.10657 0.19056 -1.11556

Version two
Molecular formula: C4H3BrO
Method: DFT, ωB97M-V/def2-TZVPD

The value obtained for the LUMO energy is 0.03 eV. As for the structure (SMILES): C=CC(Br)=C=O.

Atoms and positions in Å:
C -0.20395 -0.71122 -0.34636
C 0.98961 0.06621 -0.31003
C 0.78752 1.31953 -0.05918
C -1.22611 -0.20578 0.32088
O 0.61924 2.45547 -0.09985
Br 2.64532 -0.79050 0.03403
H -0.28329 -1.60390 -1.05077
H -1.27030 0.39313 1.27406
H -2.05804 -0.92293 0.23722

Stability check: which of them is least stable? version one.

Version one
Molecular formula: C5H16N3
Method: DFT, ωB97M-V/def2-TZVPD

The charge is +1. The value obtained for the LUMO energy is -3.17 eV.

Atoms and positions in Å:
C -0.76747 -0.96506 0.53074
C -1.41887 -0.72407 1.90809
C -1.20221 0.92775 -0.98872
N -0.66569 0.43444 0.11445
N -1.62586 0.08229 -1.97029
N -0.99066 2.22400 -1.38924
H 0.29028 -1.28008 0.75292
H -1.29307 -1.60072 -0.15269
H -0.69329 -0.31579 2.59336
H -1.79294 -1.67521 2.30907
H -0.09272 1.07029 0.65889
H -1.53266 -0.91496 -1.95935
H -2.45130 0.43640 -2.43226
H -1.22012 2.96307 -0.73743
H -1.57295 2.37749 -2.22561
H -2.33515 -0.11691 1.94304
C 2.73344 -1.48876 0.90772
C 3.51952 -0.28811 0.45889
H 2.02230 -1.77762 0.09645
H 3.42329 -2.35952 0.92451
H 2.15608 -1.43477 1.81485
H 4.06855 0.01217 1.40402
H 4.27010 -0.27209 -0.33324
H 3.01102 0.68963 0.49747

Version two
Molecular formula: C5H16N3
Method: DFT, ωB97M-V/def2-TZVPD

The charge is +1. The value obtained for the LUMO energy is -3.36 eV.

Atoms and positions in Å:
C 1.17637 1.66558 -1.26733
C 0.50805 2.98831 -1.47100
H 1.17563 1.01888 -2.08601
H 2.22531 1.83161 -1.11495
H 0.71054 1.29962 -0.32479
H 0.96130 3.70849 -0.66724
H -0.59662 2.74540 -1.12007
H 0.41815 3.62838 -2.41496
C -0.02867 -0.28231 1.82430
C -0.78521 0.86353 2.58731
C -0.21365 -1.52275 -0.38301
N -0.88207 -0.81853 0.60620
N 1.03374 -1.92333 -0.25098
N -1.03144 -1.71093 -1.54178
H 1.02950 0.03235 1.47468
H 0.02965 -1.20977 2.45588
H -0.75070 1.77560 1.90743
H -0.20461 1.21355 3.38920
H -1.57957 -0.02755 0.38144
H 1.75188 -1.39420 0.25408
H 1.61422 -2.51964 -0.89597
H -1.84162 -1.07651 -1.68627
H -0.92461 -2.58336 -2.01330
H -1.80145 0.45246 3.02523

Stability check: which of them is least stable? version two.

Version one
Molecular formula: C6H16NS
Method: DFT, ωB97M-V/def2-TZVPD

The charge is +1. The value obtained for the LUMO energy (spin up / spin down) is -6.14 / -6.14 eV.

Atoms and positions in Å:
C -2.58788 0.61981 -1.38000
C 1.78828 -1.84044 -0.22406
C 1.07840 0.39770 -1.25334
C 2.13143 0.29234 0.98817
C -1.98289 0.84506 -0.08835
C -1.78046 -0.33396 0.78383
N 1.44337 -0.42594 -0.00414
S -2.12561 -1.93748 0.36391
H -3.21078 -0.29034 -1.45807
H -1.87062 0.55799 -2.19423
H -3.16847 1.59167 -1.61056
H 2.53732 -2.12024 0.48780
H 0.99701 -2.43242 -0.49005
H 2.46010 -1.97989 -1.11232
H 0.56778 1.34186 -0.84347
H 1.80614 0.75899 -1.89032
H 0.35656 -0.05330 -1.86924
H 2.72801 -0.27462 1.63250
H 2.83804 0.97157 0.44495
H 1.42178 0.98881 1.53675
H -2.59699 1.48117 0.46931
H -1.09285 1.53236 -0.07419
H -2.02713 -0.18054 1.84577
H -1.71451 -2.38611 1.56323

Version two
Molecular formula: C6H16NS
Method: DFT, ωB97M-V/def2-TZVPD

The charge is +1. The value obtained for the LUMO energy is -3.59 eV.

Atoms and positions in Å:
C -0.60566 1.97189 0.85070
C 0.49470 2.64577 0.05818
S -0.18016 3.33245 -1.47729
N -0.03348 1.29273 2.08392
H -1.08289 1.19554 0.25943
H -1.35802 2.68661 1.18609
H 1.29696 1.94531 -0.17439
H 0.91500 3.49156 0.60190
H -0.14417 2.19391 -2.18071
H -0.76330 0.79847 2.59755
H 0.41930 1.96695 2.70093
H 0.64930 0.59481 1.77153
C 0.65447 -1.51981 0.71634
C 0.30985 -2.59377 -0.31453
C -0.73399 -2.11192 -1.27459
C -0.56372 -1.98516 -2.58207
H -0.26741 -1.22669 1.22511
H 1.34124 -1.91404 1.46745
H 1.12237 -0.66183 0.22634
H -0.03892 -3.47697 0.21242
H 1.21393 -2.86764 -0.85535
H -1.69707 -1.85830 -0.83677
H -1.34016 -1.63897 -3.24365
H 0.39182 -2.26089 -3.01855

Stability check: which of them is least stable? version one.

Version one
Molecular formula: C4H7FI2
Method: DFT, ωB97M-V/def2-TZVPD

The value obtained for the LUMO energy is -0.33 eV.

Atoms and positions in Å:
C -1.92436 0.50596 -0.42333
C -0.38200 0.67309 -0.21645
C 0.20631 -0.36253 0.66428
C 1.86596 -0.66351 0.07453
F 2.24525 0.61942 -0.34765
I 2.97996 -1.44856 1.69790
I 1.72559 -1.92048 -1.64540
H -2.05827 -0.51631 -0.67970
H -2.15879 1.34753 -1.17735
H -2.20754 0.72223 0.59859
H -0.24236 1.64749 0.30563
H 0.18005 0.65568 -1.09566
H -0.41579 -1.20924 0.49927
H 0.18597 -0.05077 1.74532

Version two
Molecular formula: C4H7FI2
Method: DFT, ωB97M-V/def2-TZVPD

The value obtained for the LUMO energy is -0.37 eV.

Atoms and positions in Å:
C -1.35943 -1.16883 0.88097
C -0.74296 -0.18359 -0.07002
C 0.78869 -0.15097 0.11736
C 1.18929 1.19947 -0.79749
F 0.70234 2.27988 0.00027
I 3.36737 1.41148 -1.01317
I 0.35107 1.44590 -2.78348
H -0.98363 -2.23807 0.77874
H -2.41543 -1.18735 1.04711
H -1.02154 -0.90697 1.88129
H -1.23144 0.73314 0.11638
H -0.86677 -0.41576 -1.14503
H 1.15635 -1.15580 -0.09144
H 1.06610 0.33745 1.07850

Stability check: which of them is least stable? version one.